[1]
Entry from OMol25: C24H56ClN6O10P4S2 as an isolated structure at a distorted geometry (wB97M-V/def2-TZVPD).

Geometry as XYZ:
```
103
Properties=species:S:1:pos:R:3
C 5.72007 -2.60681 4.41310
C 4.09884 -2.22243 4.55813
C 3.15317 -3.14217 3.52986
C 2.20779 -2.05606 2.67741
O 1.35632 -2.70481 1.74150
C 1.16838 -2.20655 0.41990
C 2.59739 -1.93822 -0.34002
C 3.72910 -3.14697 -0.10169
C 3.79757 -4.05965 -1.50248
N 3.32891 -5.52762 -1.41621
O 4.22723 -3.55187 -2.68602
N 0.56648 -3.34257 -0.42743
C -0.73652 -3.87012 0.09260
S -1.39092 -4.83252 -1.44525
P -0.48777 -5.30653 1.31445
N -0.41893 -4.93571 2.87392
C -1.85982 -2.72013 0.48666
S -2.93479 -2.64498 -1.11166
C -3.03345 -3.30214 1.53550
O -2.92816 -2.80821 2.90806
C -3.35256 -3.78363 3.91576
C -4.55332 -3.10636 4.86287
C -5.27795 -4.34904 5.65057
N -1.29196 -1.39110 0.89673
P -2.43357 -0.03977 1.11446
O -4.10366 -0.38701 0.87453
Cl -2.41210 0.43019 3.24522
C 0.04645 -0.97002 0.23154
C 0.57853 0.34029 1.00173
C 0.44568 1.83571 0.50580
C -0.72418 2.41785 -0.40419
O -0.31350 3.78748 -0.86316
P -0.09513 -0.82316 -1.69565
P 1.31976 0.49034 -2.63313
O 1.80342 -0.27895 -3.97218
O 2.77973 0.88441 -1.80139
O 0.65867 2.00964 -3.27411
H 5.88396 -3.67704 3.94997
H 6.25603 -2.58626 5.45542
H 6.24249 -1.84380 3.66508
H 3.75137 -2.31825 5.68452
H 4.03279 -1.06824 4.29741
H 3.91131 -3.72018 2.85261
H 2.49815 -3.91768 4.13620
H 2.94152 -1.22648 2.31401
H 1.53265 -1.54403 3.51941
H 3.16149 -0.96081 -0.00970
H 2.52806 -1.88565 -1.52346
H 4.80718 -2.68748 0.01442
H 3.43087 -3.90209 0.73690
H 3.28040 -5.77342 -0.38498
H 2.32324 -5.60468 -1.73087
H 1.19916 -4.16803 -0.47074
H -0.86716 -6.16395 -1.38355
H 0.78112 -5.96926 0.98495
H -1.62762 -6.21996 1.15140
H -0.53233 -3.90346 2.92552
H -3.24689 -1.31071 -1.40963
H -3.16163 -4.48674 1.44713
H -4.12165 -2.93934 1.18661
H -3.80772 -4.77781 3.50485
H -2.40428 -4.04508 4.57018
H -4.09581 -2.28782 5.57066
H -5.34753 -2.64232 4.10230
H -5.13394 -5.40168 5.13290
H -6.45601 -4.19633 5.72766
H -4.77856 -4.44318 6.71958
H -0.93911 -1.56003 1.89189
H -4.60678 0.39591 1.29295
H 1.75778 0.19402 1.16532
H 0.19306 0.28117 2.13453
H 0.43050 2.51103 1.49922
H 1.47525 2.18131 0.00256
H -1.69274 2.61720 0.26448
H -1.07356 1.85589 -1.34976
H -1.00752 4.45372 -0.53743
H -1.42414 -0.20946 -1.86694
H 3.12203 1.80398 -2.04231
H 1.29352 2.76662 -3.09265
C -2.21288 4.85539 -3.82464
C -3.42326 4.92235 -2.93498
O -3.72379 4.00861 -2.17027
N -4.20013 6.04362 -2.99426
C -4.01781 7.21381 -3.81821
H -1.69530 3.90524 -3.66646
H -2.51554 4.91342 -4.87387
H -1.52381 5.66889 -3.58147
H -4.99534 6.01444 -2.36696
H -3.92323 8.08058 -3.15983
H -4.90714 7.33110 -4.44199
H -3.13385 7.14255 -4.45479
C 1.37910 8.11359 -5.73852
C 0.98556 7.09664 -4.70317
O -0.15694 6.65081 -4.62599
N 1.94389 6.66799 -3.83015
C 3.32861 7.06646 -3.75789
H 0.51254 8.35699 -6.35942
H 1.72345 9.03010 -5.25141
H 2.16315 7.70737 -6.38349
H 1.60315 5.98463 -3.16409
H 3.94538 6.17416 -3.88866
H 3.50917 7.48641 -2.76551
H 3.59088 7.80443 -4.51835
```

**Kohn-Sham gap**: 7.22 eV
**E_HOMO**: -10.8 eV
**Max |F|**: 0.1789 Eh/bohr
**Total charge**: +1

Atom charges from the Löwdin analysis, given in e for atoms 1 to 8: -0.14, -0.24, -0.15, -0.21, -0.15, -0.41, -0.10, -0.07

=====

[2]
Entry from OMol25: C26H22IMoP2S2 as an isolated structure (wB97M-V/def2-TZVPD).

Geometry as XYZ:
```
54
Properties=species:S:1:pos:R:3
Mo 0.03613 0.75898 -0.24306
S 2.33491 0.41632 0.18054
P 1.58233 0.22825 2.11224
C -0.06192 0.52506 1.79347
P -1.17748 1.75022 2.15448
S -1.36125 2.58074 0.24523
C -0.68330 2.99874 3.34728
C 0.26283 3.95435 2.97482
C 0.69789 4.88157 3.90536
C 0.19170 4.85366 5.19998
C -0.74424 3.90142 5.57033
C -1.18804 2.96709 4.64442
C -2.77817 1.13539 2.67392
C -3.85399 2.02046 2.75250
C -5.09136 1.55383 3.15979
C -5.25323 0.21261 3.48940
C -4.18311 -0.66539 3.41134
C -2.93945 -0.20618 2.99895
C 2.43047 1.37212 3.20796
C 2.06046 1.33868 4.55497
C 2.65070 2.21617 5.44747
C 3.61394 3.11354 5.00048
C 3.98139 3.14209 3.66506
C 3.38596 2.27396 2.75870
C 1.90933 -1.42144 2.73604
C 0.93672 -2.40866 2.60019
C 1.20862 -3.69910 3.02641
C 2.44621 -3.99868 3.57981
C 3.41564 -3.01427 3.71195
C 3.15228 -1.72044 3.29159
H 0.64126 3.97360 1.95970
H 1.42528 5.62929 3.61879
H 0.52855 5.58622 5.92210
H -1.13902 3.88796 6.57755
H -1.92713 2.22752 4.92441
H -3.72085 3.06543 2.49586
H -5.93046 2.23370 3.22028
H -6.22289 -0.14689 3.80762
H -4.31512 -1.70745 3.66985
H -2.09265 -0.87725 2.92757
H 1.32098 0.62439 4.89993
H 2.36396 2.19428 6.49040
H 4.08203 3.79156 5.70229
H 4.73569 3.83802 3.32270
H 3.66880 2.29711 1.71466
H -0.02214 -2.15599 2.16416
H 0.45581 -4.46973 2.92810
H 2.65516 -5.00687 3.91223
H 4.37768 -3.25254 4.14521
H 3.90096 -0.94500 3.39742
I -0.44402 0.74394 -3.11795
C -0.81332 -0.63586 -1.49990
H -0.24279 -1.54633 -1.67305
H -1.88185 -0.82839 -1.45236
```

**Kohn-Sham gap (spin up / spin down)**: 6.77 / 8.18 eV
**E_HOMO (spin up / spin down)**: -10.7 / -11.7 eV
**Max |F|**: 0.0060 Eh/bohr
**2S+1**: 3
**Relative energy (zero: lowest compared OMol25 entry of this formula, charge and spin)**: 0.0 kcal/mol
**Total charge**: +1

Atom charges from the Löwdin analysis, given in e for atoms 1 to 8: 0.68, 0.34, 0.53, -0.72, 0.53, 0.33, -0.35, -0.10